[1]
{
  "formula": "C29H29N3O7S2",
  "method": "ωB97M-V with the def2-TZVPD basis set",
  "species": ["C", "N", "C", "O", "C", "C", "C", "C", "C", "C", "C", "C", "N", "C", "C", "C", "C", "C", "C", "C", "C", "N", "O", "O", "C", "C", "S", "O", "O", "C", "C", "C", "C", "C", "C", "S", "O", "O", "C", "C", "C", "H", "H", "H", "H", "H", "H", "H", "H", "H", "H", "H", "H", "H", "H", "H", "H", "H", "H", "H", "H", "H", "H", "H", "H", "H", "H", "H", "H", "H"],
  "positions_angstrom": [[0.39001, -4.46202, -2.96766], [1.15222, -3.38653, -2.37461], [1.85727, -2.50469, -3.15361], [1.98604, -2.57130, -4.37252], [2.44964, -1.44435, -2.23539], [2.05919, -0.00826, -2.59561], [2.55112, 0.41910, -3.95802], [1.64615, 0.88533, -4.91627], [2.08544, 1.17546, -6.20967], [3.44380, 1.04013, -6.53074], [4.35918, 0.63029, -5.55236], [3.91416, 0.33314, -4.25938], [1.93403, -1.85354, -0.93852], [2.33161, -1.18309, 0.17562], [1.90015, -1.37995, 1.45162], [2.76126, -1.27998, 2.69449], [1.86160, -1.55771, 3.92660], [1.53971, -0.58137, 4.88799], [0.82428, -0.93234, 6.04985], [0.23233, -2.18334, 6.16177], [0.38492, -3.07949, 5.08418], [-0.60561, -4.07923, 4.89063], [-1.41870, -4.32756, 5.80412], [-0.63962, -4.64754, 3.77331], [1.27910, -2.81037, 4.02765], [3.59987, -0.10530, 2.85271], [4.92094, 0.26236, 1.61667], [4.65655, 1.61046, 1.16354], [5.08723, -0.83904, 0.68681], [6.41991, 0.22555, 2.61236], [7.69468, 0.14591, 2.06213], [8.78429, -0.03808, 2.91543], [8.58722, -0.23456, 4.28975], [7.29464, -0.25157, 4.81544], [6.22757, 0.00974, 3.96290], [4.51341, -0.09801, 4.48198], [4.36718, -1.38045, 5.13005], [4.16934, 1.13673, 5.16080], [1.01810, -3.00058, -0.97824], [-0.41038, -2.53780, -0.64495], [1.43495, -4.13030, -0.02607], [0.64516, -4.51293, -4.02866], [0.63918, -5.41347, -2.47856], [-0.68823, -4.26786, -2.86643], [3.55120, -1.53234, -2.24856], [0.96138, 0.06444, -2.54994], [2.46609, 0.66411, -1.82314], [0.59324, 0.98289, -4.63896], [1.36483, 1.49886, -6.96416], [3.78840, 1.25899, -7.54292], [5.42096, 0.53098, -5.79097], [4.61311, 0.01384, -3.48187], [3.06555, -0.40278, -0.03330], [0.88428, -1.76880, 1.62987], [3.43966, -2.15897, 2.61025], [1.79814, 0.46817, 4.74755], [0.76540, -0.21280, 6.86885], [-0.37393, -2.47289, 7.02036], [1.43969, -3.58137, 3.27843], [3.00102, 0.82376, 2.86748], [7.79850, 0.23012, 0.98045], [9.79025, -0.01802, 2.49752], [9.44002, -0.37936, 4.95141], [7.09309, -0.49080, 5.85815], [-0.71578, -1.75648, -1.35735], [-1.08091, -3.40272, -0.72418], [-0.45563, -2.13721, 0.37300], [2.40924, -4.53834, -0.32501], [1.48592, -3.77721, 1.01060], [0.68612, -4.92870, -0.08487]],
  "nbo_charge": [-0.42, -0.45, 0.69, -0.61, -0.11, -0.41, -0.03, -0.15, -0.22, -0.22, -0.19, -0.22, -0.43, 0.07, -0.36, -0.25, 0.00, -0.18, -0.20, -0.19, 0.09, 0.49, -0.37, -0.39, -0.20, -0.69, 2.15, -0.90, -0.92, -0.33, -0.16, -0.19, -0.18, -0.20, -0.21, 2.13, -0.91, -0.91, 0.34, -0.63, -0.64, 0.25, 0.20, 0.20, 0.22, 0.21, 0.22, 0.20, 0.21, 0.21, 0.21, 0.21, 0.20, 0.21, 0.23, 0.23, 0.23, 0.25, 0.25, 0.29, 0.24, 0.23, 0.23, 0.25, 0.22, 0.22, 0.22, 0.22, 0.24, 0.22],
  "mol_weight_g_mol": 595.7,
  "homo_lumo_gap_ev": 6.917,
  "smiles": "CN1C(=O)[C@@H](Cc2ccccc2)N(/C=C/[C@H](c2cccc([N+](=O)[O-])c2)C2S(=O)(=O)c3ccccc3S2(=O)=O)C1(C)C",
  "energy_ha": -2609.63111
}



[2]
{
  "formula": "C29H30AlN13O4P",
  "method": "ωB97M-V with the def2-TZVPD basis set",
  "species": ["Al", "C", "N", "C", "N", "C", "N", "C", "C", "C", "C", "C", "C", "C", "N", "N", "C", "O", "C", "C", "C", "C", "C", "C", "N", "C", "N", "C", "N", "C", "H", "H", "H", "H", "H", "H", "H", "H", "H", "H", "H", "H", "H", "H", "H", "H", "N", "C", "N", "C", "N", "C", "C", "N", "C", "C", "N", "H", "H", "H", "H", "H", "C", "O", "P", "O", "C", "O", "C", "H", "H", "H", "H", "H", "H", "H", "H", "H"],
  "positions_angstrom": [[-1.43048, -0.90132, -1.06369], [3.44885, 0.69655, -2.93156], [2.30375, -0.12340, -2.49218], [1.10051, 0.28674, -2.17926], [0.35048, -0.76813, -1.81116], [1.22199, -1.82988, -1.96560], [2.40706, -1.46790, -2.35184], [3.90771, 1.68539, -1.88205], [4.87360, 2.60362, -2.28081], [5.35105, 3.54384, -1.38369], [4.85811, 3.58518, -0.08962], [3.89007, 2.67160, 0.31277], [3.42003, 1.71246, -0.58199], [3.41034, 2.76454, 1.69698], [3.85201, 3.56413, 2.59055], [3.10837, 3.31296, 3.74604], [2.28318, 2.38377, 3.44858], [2.39072, 1.96897, 2.14597], [1.29621, 1.77969, 4.34956], [1.23190, 2.25553, 5.65741], [0.31243, 1.71661, 6.53943], [-0.54995, 0.71079, 6.12484], [-0.48362, 0.22904, 4.82424], [-1.41022, -0.90066, 4.43592], [-1.82823, -0.79097, 3.02431], [-1.19980, -1.21622, 1.95262], [-1.82705, -0.75702, 0.85850], [-2.88441, -0.05173, 1.38474], [-2.91427, -0.06014, 2.68377], [0.44348, 0.76450, 3.93800], [3.13489, 1.21882, -3.83536], [4.22330, -0.01655, -3.20637], [0.79519, 1.31602, -2.25393], [0.95581, -2.85856, -1.81061], [5.25771, 2.58380, -3.29420], [6.10627, 4.25206, -1.69550], [5.21859, 4.31719, 0.62010], [2.70315, 0.97863, -0.22985], [1.90334, 3.04495, 5.96675], [0.25869, 2.08749, 7.55370], [-1.27575, 0.30530, 6.81939], [-2.32833, -0.87109, 5.01666], [-0.95532, -1.88382, 4.56056], [-0.29015, -1.78834, 1.99176], [-3.62793, 0.45665, 0.79294], [0.52817, 0.40699, 2.91745], [-5.05092, -0.06066, -2.88138], [-4.31096, -1.01135, -2.34239], [-3.20564, -0.45178, -1.84196], [-3.36944, 0.88621, -2.13649], [-4.47348, 1.15774, -2.76019], [-2.38635, 1.83670, -1.60267], [-2.47653, 3.21858, -1.65196], [-1.61770, 3.97122, -0.97329], [-0.70112, 3.35784, -0.23005], [-0.59116, 1.97253, -0.19324], [-1.42598, 1.21726, -0.91324], [-5.95559, -0.15002, -3.33097], [-4.58660, -2.05350, -2.30938], [-3.25151, 3.71041, -2.22797], [-0.03080, 3.97804, 0.35276], [0.16532, 1.48023, 0.40852], [-1.95426, -6.25164, -2.24935], [-1.41935, -4.87532, -2.33615], [-2.22756, -3.60224, -1.91296], [-1.21809, -2.88105, -0.69192], [-0.35894, -3.73054, 0.14524], [-1.63630, -2.45477, -2.92326], [-1.27542, -2.64574, -4.33343], [-1.15259, -6.88740, -2.60454], [-2.82473, -6.33369, -2.89269], [-2.20081, -6.48052, -1.21683], [-0.94328, -4.09739, 0.98521], [0.47902, -3.12784, 0.48282], [0.00794, -4.55565, -0.45733], [-1.98936, -2.10179, -4.94416], [-1.28601, -3.70507, -4.57064], [-0.27317, -2.24686, -4.46035]],
  "mulliken_charge": [-0.71, -1.08, 0.84, -0.36, 0.95, -0.98, -0.97, 0.86, -0.97, -0.76, -0.95, -0.41, 0.21, 0.60, -0.44, -0.44, 0.72, -0.19, -0.29, -1.00, -0.82, -0.89, 1.17, -1.26, 0.90, -0.33, 0.20, -0.48, -0.86, 0.22, 0.48, 0.40, 0.71, 0.71, 0.50, 0.44, 0.58, 0.84, 0.58, 0.43, 0.47, 0.52, 0.30, 0.52, 0.61, 0.49, 0.11, -0.23, 0.45, 0.33, -0.62, 0.29, -0.91, -0.45, -0.66, -1.00, 0.90, 0.23, 0.63, 0.53, 0.56, 1.10, -0.70, -0.31, 0.03, 0.23, -1.19, 0.35, -0.78, 0.27, 0.34, 0.35, 0.23, 0.53, 0.52, 0.26, 0.31, 0.28],
  "mol_weight_g_mol": 682.6,
  "homo_lumo_gap_ev": 5.860,
  "total_charge": 3,
  "energy_ha": -2718.95553
}



[3]
{
  "formula": "C29H30AsF5IN5NiSSeSi2",
  "method": "ωB97M-V with the def2-TZVPD basis set",
  "species": ["Ni", "F", "C", "C", "F", "C", "F", "C", "S", "C", "F", "C", "F", "I", "C", "C", "C", "C", "C", "N", "H", "H", "H", "H", "N", "C", "C", "C", "C", "N", "C", "C", "H", "H", "H", "H", "C", "Si", "C", "C", "As", "Si", "C", "C", "C", "H", "H", "H", "H", "H", "H", "H", "H", "H", "H", "H", "H", "H", "H", "H", "H", "H", "H", "Se", "N", "C", "C", "C", "C", "C", "C", "N", "H", "H", "H", "H"],
  "positions_angstrom": [[-0.72164, -0.02584, -0.09022], [-7.22203, 2.50248, 1.52482], [-6.20323, 1.76459, 1.07713], [-4.90314, 2.09571, 1.39423], [-4.65101, 3.16678, 2.15501], [-3.85820, 1.32007, 0.92407], [-2.61612, 1.71256, 1.27242], [-4.04092, 0.19887, 0.12265], [-2.79515, -0.82834, -0.54991], [-5.37479, -0.10310, -0.17267], [-5.65517, -1.16243, -0.93706], [-6.43415, 0.65300, 0.28634], [-7.68761, 0.32073, -0.02920], [-1.77527, -3.88599, -2.73209], [0.13162, -3.89387, -1.86422], [0.98771, -4.96009, -2.10941], [2.22628, -4.94473, -1.49274], [2.56148, -3.87994, -0.67090], [1.63790, -2.86334, -0.50507], [0.43680, -2.86740, -1.09041], [0.68414, -5.76741, -2.75961], [2.92307, -5.75740, -1.65510], [3.52302, -3.82995, -0.17833], [1.84715, -1.98341, 0.09632], [-2.12675, -2.84942, 6.41927], [-1.83760, -2.41499, 5.39668], [-1.47555, -1.87099, 4.11622], [-1.34584, -2.70150, 3.00828], [-1.03014, -2.13341, 1.79279], [-0.79948, -0.82222, 1.64840], [-0.88653, -0.03358, 2.72313], [-1.24615, -0.51113, 3.96850], [-1.51542, -3.76560, 3.08286], [-0.97009, -2.72101, 0.88815], [-0.66459, 1.01103, 2.56462], [-1.32720, 0.16666, 4.80571], [3.75829, 1.77725, 2.64610], [2.89846, 0.25070, 1.95344], [4.22564, -0.96533, 1.37942], [2.14123, -0.60470, 3.45415], [1.35025, 1.07016, 0.35953], [2.81765, 1.29261, -1.45781], [3.32566, -0.29340, -2.34831], [2.09157, 2.54036, -2.66996], [4.44047, 2.06871, -0.89677], [4.44580, 1.47224, 3.44194], [3.01673, 2.45274, 3.07861], [4.32457, 2.33882, 1.90460], [5.02301, -0.99954, 2.12797], [4.67818, -0.71850, 0.41992], [3.81059, -1.97387, 1.30882], [2.97617, -0.86994, 4.11155], [1.61108, -1.52854, 3.20701], [1.47583, 0.04219, 4.02420], [2.50685, -0.94886, -2.64882], [3.97664, -0.88012, -1.69584], [3.90300, -0.03825, -3.24262], [1.05289, 2.36904, -2.95089], [2.69062, 2.56215, -3.58553], [2.14498, 3.53084, -2.21085], [5.00385, 1.46486, -0.18521], [4.28733, 3.06029, -0.46737], [5.06038, 2.18379, -1.79325], [-0.20339, -0.34587, -3.14702], [-0.73483, 0.73993, -1.83181], [-1.48062, 1.69398, -2.34767], [-2.06635, 2.77347, -1.62455], [-2.80887, 3.67273, -2.31162], [-3.01347, 3.56827, -3.72997], [-2.45571, 2.57181, -4.45476], [-1.65797, 1.59681, -3.77863], [-1.06192, 0.57933, -4.37720], [-1.88185, 2.85323, -0.56196], [-3.25808, 4.50600, -1.78695], [-3.62335, 4.31669, -4.21835], [-2.58675, 2.48249, -5.52418]],
  "mulliken_charge": [-1.17, -0.31, 0.74, -0.12, -0.31, -0.63, -0.30, 0.68, -0.19, 0.27, -0.32, 0.21, -0.30, 0.15, -0.23, -0.53, -0.56, -0.65, -0.01, 0.17, 0.45, 0.40, 0.47, 0.19, -0.48, -0.30, 0.81, -0.92, -0.27, 1.61, -0.49, -0.95, 0.54, 0.40, 0.46, 0.57, -1.18, 0.52, -1.09, -1.06, 0.18, 0.56, -0.91, -0.79, -1.27, 0.36, 0.31, 0.31, 0.50, 0.26, 0.13, 0.48, 0.22, 0.24, 0.20, 0.23, 0.41, 0.07, 0.35, 0.30, 0.31, 0.31, 0.36, 0.34, 0.24, 0.83, -0.58, -0.71, -0.57, -0.80, 0.81, -0.83, 0.52, 0.46, 0.40, 0.48],
  "mol_weight_g_mol": 971.3,
  "homo_lumo_gap_ev": [6.170, 6.171],
  "energy_ha": -9316.60946
}